# C23H16Co2NO6

A molecular structure, C23H16Co2NO6 in a non-equilibrium geometry (ωB97M-V/def2-TZVPD, OMol25).

Last column: Mulliken charge in e.
Geometry (Å):
Co (1.08457, -1.19981, 7.26508)  -0.079
Co (4.12437, -0.95776, 6.59504)  0.123
O (-1.39672, -1.65593, 5.81659)  -0.383
O (4.45545, 1.72688, 7.59096)  -0.397
O (0.81166, 1.53920, 8.19673)  -0.382
O (4.77961, -2.71871, 8.82396)  -0.422
O (1.37003, -2.99562, 9.55702)  -0.402
O (5.77573, -1.26791, 4.24834)  -0.406
N (2.28815, 0.48658, 1.26132)  -0.264
C (-0.46888, -1.51058, 6.49058)  0.209
C (1.29234, 1.41362, 4.50460)  0.791
C (-0.03121, -0.15864, 1.00072)  0.976
C (0.11506, 1.91195, 3.91229)  -0.490
C (0.97977, 4.15288, 4.08527)  -0.398
C (2.15157, 3.67281, 4.68434)  -0.699
C (-2.32143, -0.91154, 1.02306)  -0.568
C (1.41313, -0.40474, 1.06717)  -0.549
C (4.36753, 0.63670, 7.21853)  -0.084
C (4.54130, -2.01786, 7.92903)  0.169
C (5.17965, -1.17262, 5.23641)  0.049
C (-1.80859, 1.47902, 0.94632)  -0.363
C (1.20228, -2.25797, 8.68669)  0.248
C (0.87261, 0.41882, 7.91056)  0.110
C (2.68101, -1.87354, 5.96272)  0.038
C (3.72853, 0.20506, 1.16216)  -0.945
C (-2.74272, 0.43094, 0.97752)  -0.415
C (1.38824, -0.01199, 4.77425)  -0.287
C (-0.04302, 3.27142, 3.69586)  -0.639
C (2.31141, 2.30202, 4.88159)  -0.213
C (-0.44947, 1.17438, 0.94638)  -0.522
C (2.24481, -0.58668, 5.66868)  -0.193
C (-0.96272, -1.21137, 1.04011)  -0.471
H (3.20480, 1.87924, 5.35161)  0.142
H (2.62180, -2.75762, 5.30748)  0.332
H (4.24501, 1.16311, 1.19108)  0.297
H (-3.06341, -1.71678, 1.04187)  0.364
H (1.68398, -1.46647, 0.93298)  0.323
H (0.32274, 1.94168, 0.94487)  0.395
H (-0.63599, 1.16301, 3.64655)  0.513
H (-0.58687, -2.23471, 1.08683)  0.353
H (0.85349, 5.21643, 3.89987)  0.372
H (3.98437, -0.32008, 0.23679)  0.381
H (2.94997, 4.34794, 5.00434)  0.404
H (-2.12381, 2.52594, 0.92706)  0.371
H (-3.80779, 0.66886, 0.96597)  0.363
H (4.06944, -0.40543, 2.00252)  0.309
H (-0.95759, 3.61758, 3.21274)  0.371
H (0.68023, -0.68429, 4.24313)  0.569

Forces on the atoms, in the same order (eV/Å):
Co -0.4 0.3 0.0
Co -0.3 1.2 0.1
O 0.2 0.1 0.7
O -0.1 -0.7 -0.2
O -0.1 -1.3 -0.3
O -0.1 0.9 -1.3
O -0.7 0.6 -0.5
O -0.2 -0.1 0.7
N -0.2 0.3 -0.5
C -1.1 -0.8 -1.7
C -0.4 0.6 0.0
C -0.4 0.5 0.3
C 0.5 -0.5 0.3
C -0.1 -0.2 -0.1
C -0.1 -0.3 -0.1
C -0.2 0.3 -0.1
C 1.0 -0.9 0.0
C 0.4 1.7 0.8
C -0.1 -1.1 1.7
C 0.7 0.1 -1.7
C 0.1 -0.4 -0.1
C 1.8 -0.6 0.2
C 0.3 1.8 1.0
C -3.2 -1.1 -0.6
C -0.7 -0.2 0.3
C 0.2 0.0 0.0
C 0.1 -0.7 0.9
C 0.3 0.0 0.1
C -0.1 -0.1 0.1
C -0.4 -0.1 0.0
C 2.8 -1.4 -0.5
C 0.4 0.6 -0.1
H -0.4 0.3 -0.2
H -0.1 0.3 0.5
H 0.1 -0.1 0.0
H 0.3 0.3 0.0
H 0.1 0.0 -0.1
H -0.2 -0.1 0.0
H 0.0 0.5 0.0
H -0.2 0.2 0.0
H 0.1 -0.1 0.1
H -0.1 0.0 0.0
H -0.4 -0.1 -0.2
H 0.0 -0.4 0.0
H 0.3 -0.1 0.0
H 0.0 0.1 0.0
H 0.3 0.1 0.2
H 0.4 0.5 0.2

Relative energy (zero: lowest compared OMol25 entry of this formula, charge and spin) = 11.0 kcal per mole
LUMO level = 2.11 eV
Charge = -1
HOMO = -0.126 Eh
Kohn-Sham gap = 5.5 eV